A 15-piece molecular cluster, C68H177N11O23 overall at a distorted geometry, computed with ωB97M-V/def2-TZVPD.

Positions of all 279 atoms, in Å:
C -1.8908 -0.7590 -5.3049
C -2.3647 -2.1210 -5.7390
C -2.1694 -3.2760 -4.7223
O -1.0336 -3.0273 -3.8568
C -0.4727 -4.1786 -3.2918
N -3.7457 -2.1446 -6.2546
H -0.8328 -0.7894 -5.0878
H -2.4110 -0.4152 -4.4124
H -2.0881 -0.0820 -6.0954
H -1.8442 -2.4526 -6.6203
H -2.0972 -4.2488 -5.2117
H -3.1196 -3.2821 -4.0146
H -1.0714 -4.7601 -2.5325
H 0.4183 -3.8645 -2.7376
H -0.2606 -4.8364 -4.1735
H -3.5999 -1.7077 -7.2002
H -4.2866 -1.4906 -5.7221
C 0.3658 -0.0080 2.9117
C 1.6809 0.7729 2.7938
C 2.6078 -0.0748 1.9397
O 3.1325 -1.1450 2.6480
C 4.4147 -0.9762 3.2054
N 1.3455 2.0913 2.1968
H 0.5202 -1.0484 3.2773
H -0.0732 0.0402 1.9300
H -0.2980 0.4341 3.6088
H 2.1502 0.9071 3.7748
H 3.4065 0.5922 1.4412
H 2.0272 -0.4939 1.1636
H 4.9707 -1.9079 3.1025
H 4.2873 -0.6457 4.2400
H 4.8865 -0.1111 2.6561
H 2.2456 2.5185 1.9965
H 0.9608 1.9357 1.2674
C -3.0858 -3.9729 3.2929
C -2.4988 -3.4136 1.9635
C -3.6249 -3.2854 0.9659
O -3.7843 -4.5700 0.4564
C -4.7797 -4.7613 -0.4787
N -2.0081 -2.0394 2.1902
H -3.6932 -4.8665 3.1309
H -3.6020 -3.1639 3.7909
H -2.2082 -4.2471 3.9723
H -1.6656 -3.9909 1.4880
H -3.3950 -2.6154 0.1345
H -4.5922 -2.8641 1.4312
H -4.5140 -4.1518 -1.3445
H -5.7513 -4.5368 -0.0633
H -4.7805 -5.8077 -0.7885
H -1.2451 -1.9826 2.8506
H -2.7341 -1.4479 2.5662
C -3.5919 0.9983 3.2391
O -4.0385 0.3053 2.0787
C -5.3771 0.7187 1.6120
C -5.8050 -0.1040 0.4143
N -4.8929 0.1846 -0.6907
C -4.9926 -0.8976 -1.6883
C -6.2004 -0.5649 -2.6651
O -6.3371 -1.4903 -3.6774
C -7.6057 -1.4801 -4.2996
H -2.4776 0.8161 3.3503
H -4.1485 0.6587 4.0920
H -3.7525 2.0539 3.1076
H -5.4370 1.8046 1.4268
H -6.2247 0.5397 2.3231
H -6.8998 -0.0092 0.2627
H -5.7286 -1.1885 0.6891
H -3.9364 0.1477 -0.3278
H -5.1939 -1.8707 -1.2312
H -3.9895 -0.9496 -2.1966
H -5.9467 0.4113 -3.1352
H -7.2065 -0.4912 -2.1788
H -7.8443 -0.3958 -4.5649
H -8.4542 -1.7427 -3.5652
H -7.5322 -2.2276 -5.0763
C 0.4539 1.3817 -4.0347
O 1.1719 2.2941 -3.2310
C 2.4584 1.7869 -2.9352
C 2.9250 2.5072 -1.7122
N 3.2499 3.8715 -1.9207
C 2.6735 4.8201 -0.9704
C 1.1778 5.0118 -1.2663
O 1.1058 5.4928 -2.5803
C -0.1506 5.2711 -3.1687
H 0.9583 1.3489 -5.0276
H -0.5571 1.6943 -4.0829
H 0.4863 0.4480 -3.4404
H 3.2369 1.8675 -3.7549
H 2.3453 0.7588 -2.7340
H 3.8567 1.9797 -1.2552
H 2.1170 2.2795 -0.9539
H 2.9911 4.1733 -2.8616
H 3.1967 5.8009 -1.1704
H 2.9427 4.4150 -0.0125
H 0.8378 5.6408 -0.4634
H 0.5199 4.1150 -1.1071
H -0.5123 4.2361 -2.9375
H -0.1121 5.3677 -4.2559
H -0.8200 5.9741 -2.7466
C 5.6744 -3.4144 -1.1522
O 4.7138 -4.3296 -0.7104
C 4.4495 -4.4928 0.6683
C 3.2286 -5.3941 0.7211
N 2.7395 -5.4702 2.0564
C 1.7585 -4.4844 2.3368
C 1.4160 -4.4699 3.8131
O 0.3904 -3.5838 4.0874
C 0.1486 -3.2563 5.3982
H 5.4815 -2.4186 -0.7965
H 5.7209 -3.5679 -2.2136
H 6.6256 -3.5509 -0.6440
H 4.2449 -3.4966 1.1001
H 5.3457 -4.8996 1.2435
H 3.3557 -6.4126 0.3650
H 2.4138 -4.9887 0.0880
H 2.3220 -6.4112 2.2438
H 0.8366 -4.4755 1.7981
H 2.1641 -3.4460 2.1497
H 2.3306 -4.2608 4.5125
H 1.0399 -5.4282 4.0730
H -0.1788 -4.2191 5.9223
H -0.6901 -2.5970 5.4530
H 0.9932 -2.8547 5.8984
C 4.5015 10.1862 -2.7519
O 3.1343 10.2350 -2.3808
C 2.1259 9.4799 -2.9803
C 0.7912 9.8106 -2.2890
N -0.2556 8.8155 -2.4715
C -1.5691 9.2840 -2.0566
C -2.5758 8.1628 -2.0578
O -2.1335 7.1134 -1.2866
C -2.9450 5.9550 -1.3445
H 4.8516 9.2562 -3.1488
H 5.0837 10.5113 -1.9304
H 4.7784 10.8641 -3.6658
H 2.2293 8.4268 -2.7073
H 2.0379 9.6160 -4.0653
H 0.3978 10.8106 -2.5737
H 1.0945 9.8914 -1.2144
H 0.0879 7.9078 -2.2115
H -1.9136 10.0779 -2.6606
H -1.5029 9.6123 -0.9723
H -2.6276 7.8188 -3.1106
H -3.5960 8.5198 -1.8003
H -3.3694 5.6917 -2.3413
H -3.8414 6.0304 -0.6752
H -2.4645 5.0598 -1.0338
C 4.1194 -6.0414 -3.3833
O 5.5179 -5.8734 -3.3476
C 6.0150 -5.2801 -4.4632
C 7.5204 -5.1906 -4.3541
N 8.1569 -6.5372 -4.2056
C 9.5858 -6.3960 -4.3089
C 10.2774 -7.7659 -4.0009
O 9.8134 -8.3330 -2.7955
C 10.2564 -9.6955 -2.6106
H 3.7890 -6.6621 -2.5375
H 3.7949 -6.5465 -4.3126
H 3.6401 -5.0688 -3.2700
H 5.5926 -4.2590 -4.5966
H 5.7250 -5.8744 -5.2972
H 7.6638 -4.4953 -3.5199
H 7.9169 -4.7587 -5.3251
H 7.8507 -7.0397 -3.3753
H 9.9192 -5.5566 -3.5986
H 9.8009 -6.1402 -5.3299
H 11.3405 -7.7006 -4.0730
H 9.8923 -8.3201 -4.8726
H 10.4455 -10.2449 -3.5794
H 9.4448 -10.2033 -2.0692
H 11.2163 -9.7128 -2.0937
C -0.1835 -8.1080 -1.1632
O -0.7131 -8.1435 0.1822
C -0.7637 -6.7677 0.6837
C -0.8497 -6.8964 2.2596
N 0.3854 -7.5899 2.7584
C 0.2044 -8.1812 4.0372
C 1.3768 -9.0222 4.6214
O 1.5460 -10.1401 3.8391
C 2.7965 -10.7560 4.1624
H -0.7436 -7.5546 -1.8448
H -0.1105 -9.1003 -1.5101
H 0.8837 -7.7398 -1.0050
H -1.5559 -6.1414 0.2634
H 0.1562 -6.1900 0.4717
H -1.7574 -7.4291 2.5706
H -0.7466 -5.9305 2.6871
H 0.6682 -8.2590 2.0690
H -0.7641 -8.7293 4.0413
H 0.1846 -7.4059 4.8029
H 1.0694 -9.4089 5.6492
H 2.3083 -8.4487 4.7059
H 2.7712 -11.2462 5.1166
H 3.5398 -9.9192 4.1423
H 3.0927 -11.4281 3.3117
C -3.3723 3.0286 5.6747
O -2.0629 2.5224 5.6119
C -1.0795 3.4065 5.0336
C 0.1382 3.3892 5.8811
N 1.2651 3.7841 5.0863
C 2.5531 4.0949 5.7247
C 3.5824 4.2431 4.6437
O 3.7330 3.0053 3.8323
C 5.0432 2.8497 3.3692
H -3.5689 3.7020 4.8079
H -3.5049 3.6187 6.5890
H -3.9885 2.1103 5.7646
H -1.3424 4.4656 4.9288
H -0.9065 3.0386 4.0418
H 0.2820 2.4696 6.4331
H -0.0051 4.1791 6.6715
H 1.3777 3.0517 4.3689
H 2.9102 3.3013 6.4143
H 2.4771 5.1140 6.1620
H 4.5591 4.3648 5.1296
H 3.3858 5.1030 3.8690
H 5.4455 3.8158 2.9917
H 4.9149 2.1087 2.5933
H 5.7499 2.4631 4.1426
C 2.5589 -1.6299 -1.0904
O 1.2828 -0.9762 -1.2050
C 0.2143 -1.7628 -0.7289
C -1.1429 -1.3921 -1.2892
N -1.8802 -0.3314 -0.6333
C -1.2874 1.0331 -0.7425
C -1.8161 2.0143 0.2466
O -1.1522 3.2707 0.2233
C -1.7650 4.1952 1.1572
H 2.7240 -2.1039 -0.1622
H 3.2147 -0.7824 -1.2817
H 2.6909 -2.4133 -1.8303
H 0.2282 -1.6858 0.3838
H 0.3712 -2.8462 -0.9911
H -1.7731 -2.2359 -1.1270
H -1.1328 -1.1705 -2.3830
H -1.9464 -0.5606 0.3705
H -1.3963 1.4473 -1.7932
H -0.2073 1.0464 -0.5715
H -1.6794 1.5870 1.2573
H -2.8941 2.2368 0.1959
H -2.8819 4.1295 1.0865
H -1.3210 5.1955 0.9390
H -1.4856 4.0006 2.2260
C -4.6174 2.7774 -4.3881
C -3.9881 2.2500 -3.0998
O -4.8547 2.5804 -2.0039
H -4.2790 2.2040 -5.2964
H -4.5604 3.8473 -4.5209
H -5.6415 2.6663 -4.2276
H -2.9734 2.6948 -2.9372
H -4.0322 1.1949 -3.1355
H -4.9097 1.7909 -1.3842
C 0.7931 8.1780 2.4765
C 1.3709 6.9234 3.0095
O 0.4967 6.4251 4.1086
H 1.5010 8.6581 1.8014
H 0.5321 8.9119 3.3148
H -0.1608 7.9336 2.0203
H 2.4090 7.1496 3.3019
H 1.4208 6.1051 2.2578
H 0.8877 5.4839 4.2654
C -4.4904 7.1390 3.2734
C -4.1986 6.2948 2.0653
O -4.9104 5.0576 2.1824
H -3.8445 8.0030 3.4544
H -4.2750 6.4317 4.0923
H -5.5557 7.3998 3.3329
H -3.1303 6.1562 2.0108
H -4.4294 6.7655 1.1191
H -5.2678 4.8468 1.2747
C -7.8760 5.4716 -0.6270
C -7.4189 4.0525 -0.6583
O -6.0936 4.1339 -0.2699
H -7.6341 5.9103 0.3243
H -8.9349 5.6518 -0.8762
H -7.2234 5.9040 -1.3989
H -7.5386 3.6678 -1.6844
H -7.8747 3.4462 0.1135
H -5.4794 3.9239 -0.9375

Kohn-Sham gap, eV: 8.648
Lowest unoccupied orbital energy, eV: 0.57
E_HOMO, eV: -8.08
Total energy, eV: -136853.1008
Charge: 0

Atomic partial charges in e from the Löwdin method, atoms 1 to 8: number 1, C, carries -0.054; number 2, C, carries -0.439; number 3, C, carries -0.150; number 4, O, carries -0.237; number 5, C, carries -0.125; number 6, N, carries 0.038; number 7, H, carries 0.066; number 8, H, carries 0.072